Computed, not measured: C2H8OP2 in the gas phase in a non-equilibrium geometry, with ωB97M-V/def2-TZVPD.

The geometry in XYZ format:
```
13
Properties=species:S:1:pos:R:3:nbo_charge:R:1
C -0.3278 -1.3358 -0.9300 -0.87
C 0.9497 0.6718 0.6738 -0.37
O 1.1282 -0.1739 1.7418 -0.72
P -1.4796 1.7870 -1.3879 -0.43
P -0.7305 0.3238 -0.0695 0.85
H -0.0117 -2.0687 -0.2618 0.23
H -1.2586 -1.7175 -1.2008 0.24
H 0.4568 -1.2692 -1.5322 0.23
H 1.7151 0.4003 -0.1651 0.18
H 1.1305 1.8385 0.8635 0.21
H 1.8208 -0.8239 1.4962 0.48
H -2.0983 2.5255 -0.2471 0.00
H -1.2944 -0.1580 1.0190 -0.04
```

- E_HOMO: -7.29 eV
- SMILES string: C[P@H](=P)CO
- Lowest unoccupied orbital energy: 0.49 eV
- 2S+1: 1

Computed, not measured: 2 unconnected molecules or ions with the total composition C2H8OP2S in a non-equilibrium geometry, with ωB97M-V/def2-TZVPD.

The geometry in XYZ format:
```
14
Properties=species:S:1:pos:R:3:nbo_charge:R:1
C -0.2989 -0.1454 1.4172 -0.61
C 0.9907 0.0845 0.8965 -0.69
O 0.6997 -1.6441 -3.1706 -1.05
P 0.9871 -1.3195 -1.7675 1.24
P 1.1544 0.6022 -0.9063 0.42
S 2.9037 -0.6596 -1.3043 -0.36
H -0.9490 -0.9535 0.9159 0.20
H -0.2704 -0.3333 2.4724 0.22
H -0.7498 0.8134 1.2861 0.20
H 1.5581 -0.8384 1.0125 0.22
H 1.4678 0.7325 1.5420 0.23
H 1.6253 4.1885 -1.1718 0.00
H 0.6836 -2.4369 -0.8141 -0.04
H 1.3620 3.4781 -1.2659 -0.01
```

- E_HOMO: -9.62 eV
- SMILES string: CCP1S[P@@H]1=O.[H][H]
- Lowest unoccupied orbital energy: 0.09 eV
- 2S+1: 1

Repeat the first record exactly.
Computed, not measured: C2H8OP2 in the gas phase in a non-equilibrium geometry, with ωB97M-V/def2-TZVPD.

The geometry in XYZ format:
```
13
Properties=species:S:1:pos:R:3:nbo_charge:R:1
C -0.3278 -1.3358 -0.9300 -0.87
C 0.9497 0.6718 0.6738 -0.37
O 1.1282 -0.1739 1.7418 -0.72
P -1.4796 1.7870 -1.3879 -0.43
P -0.7305 0.3238 -0.0695 0.85
H -0.0117 -2.0687 -0.2618 0.23
H -1.2586 -1.7175 -1.2008 0.24
H 0.4568 -1.2692 -1.5322 0.23
H 1.7151 0.4003 -0.1651 0.18
H 1.1305 1.8385 0.8635 0.21
H 1.8208 -0.8239 1.4962 0.48
H -2.0983 2.5255 -0.2471 0.00
H -1.2944 -0.1580 1.0190 -0.04
```

- E_HOMO: -7.29 eV
- SMILES string: C[P@H](=P)CO
- Lowest unoccupied orbital energy: 0.49 eV
- 2S+1: 1

Question: Which of these has the highest E_HOMO?
Answer: C2H8OP2

Question: Which of these has the lowest lowest unoccupied orbital energy?
Answer: C2H8OP2S

Question: lowest unoccupied orbital energy of number 1 (C2H8OP2)?
Answer: 0.49 eV